# 1
Formula: C2H6N2O2
Source: the Open Molecules 2025 dataset
Level of theory: ωB97M-V/def2-TZVPD

```
12
Properties=species:S:1:pos:R:3:forces:R:3:mulliken_charge:R:1
N 2.039221 -0.785625 -0.242007 0.279 -0.323 -0.693 -0.6526
N 0.923518 0.027185 -0.256558 -0.815 -0.096 0.226 0.0127
C -0.292364 -0.470105 0.144706 0.375 -0.131 0.001 0.5230
O -0.536590 -1.631078 0.378746 0.035 0.038 0.001 -0.5817
C -1.353074 0.595503 0.325335 -0.343 0.670 -0.277 -0.2562
O -0.973704 1.878399 -0.200757 -0.187 -0.322 -0.070 -0.5816
H 2.546664 -0.706037 -1.121553 -0.089 -0.045 0.440 0.2354
H 2.624813 -0.597165 0.552498 0.243 0.091 0.123 0.2141
H 1.004589 1.027862 -0.304320 0.074 0.176 0.051 0.2778
H -1.517555 0.743586 1.398240 0.024 -0.141 -0.191 0.2130
H -2.298392 0.254573 -0.128711 0.372 -0.032 0.247 0.2787
H -1.144319 1.855285 -1.150353 0.032 0.115 0.141 0.3175
```
Forces are in eV/Å.

Values from the calculation:
Strongest force on any atom in eV/A: 0.85
Energy relative to the best compared isomer or geometry (same formula, charge and spin) in kJ/mol: 164.0
Spin multiplicity: 1
LUMO level in Ha: 0.025
Kohn-Sham gap in eV: 10.2740
SMILES string: NNC(=O)CO
HOMO level in eV: -9.60
E in Ha: -339.77021
Molar mass in g/mol: 90.08

***

# 2
Formula: C11H24N4O3S4Ti
Source: the Open Molecules 2025 dataset
Level of theory: ωB97M-V/def2-TZVPD

```
47
Properties=species:S:1:pos:R:3:forces:R:3:mulliken_charge:R:1
Ti 0.004485 0.644268 -0.424581 -0.202 1.291 1.044 0.4742
C -1.723775 0.744398 2.350151 -0.011 -0.074 -0.055 -1.1311
C -0.294197 1.115473 2.805955 0.072 -0.058 -0.078 -0.7762
N 0.747123 0.893761 1.774270 -0.023 -0.066 -0.058 -0.0314
C 1.820708 -0.011545 2.226022 -0.083 0.079 -0.007 -0.7855
C 1.336211 -1.426626 2.504479 -0.008 0.015 0.110 -0.7423
S 0.370237 -2.184254 1.175992 0.059 -0.120 -0.218 -0.0710
C -1.305062 -2.208033 1.847179 -0.134 0.055 0.049 -0.7246
C -2.254429 -1.295528 1.083662 0.072 0.015 0.045 -0.8887
N -1.776267 0.092995 1.027280 0.044 0.085 -0.139 0.0316
H -2.175269 0.079177 3.088342 -0.033 0.032 0.036 0.4928
H -2.337927 1.641692 2.323372 0.034 0.038 -0.022 0.4973
H -0.277247 2.163893 3.093118 -0.033 0.019 0.017 0.4064
H -0.028297 0.536298 3.690130 -0.007 0.005 0.033 0.3967
H 1.167679 1.797082 1.570308 0.026 0.001 0.055 0.4245
H 2.582079 -0.017711 1.450441 -0.012 -0.021 -0.041 0.2443
H 2.275668 0.374773 3.145190 0.031 0.012 0.013 0.4373
H 2.207128 -2.057263 2.682585 0.005 -0.004 -0.011 0.4815
H 0.735437 -1.472445 3.413066 0.012 0.003 0.012 0.4633
H -1.679054 -3.229518 1.787747 -0.005 -0.009 0.009 0.5400
H -1.261377 -1.947957 2.905939 -0.008 0.004 -0.011 0.3736
H -2.367185 -1.646561 0.060127 0.041 -0.004 -0.031 0.3008
H -3.238520 -1.336677 1.564977 -0.026 -0.016 -0.001 0.4531
H -2.406433 0.613214 0.418877 -0.074 -0.013 0.048 0.4372
N -2.779270 1.282135 -2.144167 0.036 0.021 0.116 -0.3809
N -2.397760 0.288268 -3.044990 -0.139 0.136 -0.304 -0.1005
C -1.394828 -0.588798 -2.750729 0.310 -0.172 0.733 0.1102
O -0.989527 -1.413829 -3.529347 0.056 0.034 -0.191 -0.6558
O -0.934655 -0.481582 -1.488251 -0.434 -0.304 -0.897 -0.1162
H -3.780119 1.412763 -2.185989 0.013 0.028 -0.029 0.2367
H -2.288464 2.158177 -2.304444 -0.032 -0.053 -0.034 0.1887
H -2.530757 0.419372 -4.038466 -0.092 0.045 0.068 0.2475
S 0.257356 5.301078 -0.993039 -0.171 -0.017 -0.050 -0.2547
C -0.079358 3.710427 -0.890567 0.090 -0.004 0.118 0.2631
S 0.568665 2.499753 -1.953158 -0.243 -0.365 -0.095 -0.3552
S -1.008638 2.925166 0.355107 0.166 -0.200 -0.100 -0.3241
C 2.460209 -1.993015 -1.490503 0.014 -0.166 -0.043 -1.3037
C 2.602024 -0.490337 -1.589079 -0.150 0.191 0.267 0.7422
C 2.430314 -0.006685 -3.012291 -0.027 -0.026 -0.155 -1.4815
O 1.660944 0.145833 -0.699270 0.861 -0.555 -0.364 -0.3223
H 3.176461 -2.460215 -2.169085 -0.009 -0.023 0.015 0.5049
H 1.455854 -2.304866 -1.782221 -0.002 0.037 -0.008 0.2020
H 2.663028 -2.360129 -0.483664 -0.001 0.041 0.003 0.2511
H 3.593749 -0.196122 -1.235884 0.036 0.053 0.083 0.2260
H 1.440756 -0.268112 -3.394962 -0.005 0.006 0.040 0.2108
H 3.168835 -0.509158 -3.640352 -0.004 0.025 -0.010 0.4830
H 2.583465 1.066967 -3.099277 -0.012 -0.004 0.034 0.3247
```
Forces are in eV/Å.

Values from the calculation:
Strongest force on any atom in eV/A: 1.67
Energy relative to the best compared isomer or geometry (same formula, charge and spin) in kJ/mol: 27.4
Spin multiplicity: 1
LUMO level in Ha: 0.005
Kohn-Sham gap in eV: 7.6892
HOMO level in eV: -7.55
E in Ha: -3320.63785
Molar mass in g/mol: 436.47

***

# 3
Formula: C20H22N2O6S
Source: the Open Molecules 2025 dataset
Level of theory: ωB97M-V/def2-TZVPD

```
51
Properties=species:S:1:pos:R:3:forces:R:3:mulliken_charge:R:1
C -5.056677 -3.000377 -0.978887 0.029 -0.018 0.025 -0.7933
O -4.034650 -2.064182 -1.221108 0.072 -0.045 -0.098 -0.3818
C -4.253921 -0.796321 -0.639288 0.048 0.121 0.246 -0.5600
C -4.115959 -0.795605 0.887634 0.028 0.071 -0.312 -0.3042
C -3.890269 0.610033 1.440940 -0.360 -0.235 0.203 -1.4490
N -2.617237 1.165728 0.997824 -0.281 -0.035 -0.065 0.0739
C -2.652395 2.138757 -0.004048 0.228 0.054 0.059 0.8613
O -3.699026 2.528297 -0.478548 -0.085 0.083 -0.160 -0.6913
C -1.338001 2.591360 -0.365096 0.537 0.212 -0.242 0.3093
S -0.993865 3.801451 -1.550799 0.174 -0.328 0.327 -0.2062
C 0.686507 3.621910 -1.258736 -0.471 -0.016 0.001 -0.4898
C 0.982949 2.693085 -0.310777 0.186 0.103 -0.051 -1.1128
C -0.186653 2.087547 0.210240 -0.846 0.387 -0.388 0.6337
N -0.269400 1.127012 1.179254 0.036 0.114 0.208 0.1156
C 0.928093 0.507619 1.718346 0.047 -0.309 0.184 -1.2800
C 1.809205 -0.097408 0.657248 -0.173 -0.085 -0.063 0.6883
C 3.172025 0.122764 0.687526 -0.029 -0.193 -0.179 -0.4760
C 4.015495 -0.435652 -0.270366 -0.244 -0.090 -0.052 -0.1188
C 5.475965 -0.214102 -0.258321 0.274 -0.045 -0.140 0.5038
O 6.246345 -0.691193 -1.056014 -0.042 0.054 0.091 -0.6251
O 5.869050 0.591191 0.744983 -0.396 -0.013 0.066 -0.3087
C 7.263599 0.842460 0.820275 0.397 -0.034 -0.132 -0.6860
C 3.465356 -1.224284 -1.275260 0.247 0.202 0.239 -1.1270
C 2.106611 -1.456617 -1.320008 -0.346 -0.072 -0.039 -0.4460
C 1.260371 -0.905486 -0.358001 0.300 0.098 0.063 0.8459
O -0.078560 -1.090249 -0.328738 0.300 0.137 0.261 -0.2520
C -0.671127 -1.942043 -1.287555 -0.203 -0.197 -0.237 -0.7893
C -1.490878 0.646454 1.607548 0.329 0.161 0.105 0.7413
O -1.572346 -0.174694 2.495028 -0.154 -0.261 0.175 -0.6837
H -6.034310 -2.599506 -1.270441 -0.012 -0.017 0.000 0.3148
H -4.825852 -3.870174 -1.591339 -0.094 -0.039 0.051 0.2526
H -5.094149 -3.300939 0.073310 -0.030 -0.018 -0.014 0.3222
H -3.490954 -0.153569 -1.084818 -0.108 0.036 0.029 0.1788
H -5.240548 -0.408707 -0.929625 0.083 0.017 -0.050 0.4736
H -5.015982 -1.203180 1.350094 0.007 -0.050 0.057 0.4553
H -3.269719 -1.424990 1.170283 -0.055 -0.043 0.019 0.3532
H -4.667954 1.291967 1.092494 0.122 -0.062 0.128 0.5087
H -3.879276 0.573354 2.532491 -0.039 0.065 -0.156 0.3771
H 1.380888 4.224001 -1.810779 0.181 0.107 -0.094 0.4985
H 1.983252 2.451661 -0.006159 0.170 -0.013 0.023 0.4889
H 1.493922 1.247171 2.293683 -0.016 -0.094 -0.016 0.3012
H 0.570534 -0.271965 2.400404 0.116 0.249 -0.075 0.4205
H 3.598092 0.733051 1.469442 -0.004 0.100 0.082 0.5573
H 7.406353 1.520470 1.657843 -0.022 -0.035 -0.037 0.2284
H 7.618540 1.296330 -0.107453 -0.002 -0.027 0.105 0.2991
H 7.808884 -0.089405 0.983740 -0.019 0.097 -0.003 0.3019
H 4.121474 -1.651195 -2.017957 0.048 -0.038 -0.067 0.4812
H 1.706848 -2.073589 -2.108052 -0.064 -0.048 -0.061 0.4640
H -0.253449 -2.950979 -1.231291 0.013 0.030 -0.004 0.4184
H -1.733164 -1.979460 -1.051142 0.097 -0.030 -0.040 -0.1394
H -0.544012 -1.547795 -2.300017 0.027 -0.009 0.032 0.4517
```
Forces are in eV/Å.

Values from the calculation:
Strongest force on any atom in eV/A: 1.01
Energy relative to the best compared isomer or geometry (same formula, charge and spin) in kJ/mol: 0.0
Spin multiplicity: 1
LUMO level in Ha: 0.012
Kohn-Sham gap in eV: 8.9526
SMILES string: COCCCn1c(=O)c2sccc2n(Cc2cc(C(=O)OC)ccc2OC)c1=O
HOMO level in eV: -8.62
E in Ha: -1734.51758
Molar mass in g/mol: 418.47

***

# 4
Formula: C3H5ClNO2
Source: the Open Molecules 2025 dataset
Level of theory: ωB97M-V/def2-TZVPD

```
12
Properties=species:S:1:pos:R:3:forces:R:3:mulliken_charge:R:1
C -2.263379 1.211929 0.157176 0.854 0.674 1.124 0.7072
C 0.933013 0.084065 -0.782913 3.267 0.064 -2.931 -0.8852
C 0.970033 -0.483504 0.665677 -0.001 1.286 0.457 -0.3394
N -0.338528 -0.868244 1.064728 -0.556 1.123 1.185 -0.5263
O -2.056829 1.943329 1.052137 -0.352 -0.663 -0.758 -0.4263
O -2.505461 0.592858 -0.785660 -0.352 -0.208 -0.315 -0.3569
Cl -0.779151 -2.299394 0.228848 -0.160 -0.994 -0.567 -0.3305
H 2.015621 0.255249 -1.330173 -1.655 -0.401 1.589 0.3023
H 0.552549 -0.664018 -1.553346 -0.324 1.027 1.275 0.2389
H 0.537687 1.132782 -0.938851 -0.298 -1.393 0.610 0.1794
H 1.712216 -1.336166 0.869844 -0.253 1.113 -0.745 0.2599
H 1.222225 0.431112 1.352528 -0.171 -1.629 -0.924 0.1770
```
Forces are in eV/Å.

Values from the calculation:
Strongest force on any atom in eV/A: 4.39
Energy relative to the best compared isomer or geometry (same formula, charge and spin) in kJ/mol: 177.5
Spin multiplicity: 1
LUMO level in Ha: 0.133
Kohn-Sham gap in eV: 5.4939
HOMO level in eV: -1.86
E in Ha: -782.71698
Total charge: -1
Molar mass in g/mol: 122.53